No. 1
Computed, not measured: an isolated molecule of C25H43ClO7S at a distorted geometry, with the ωB97M-V functional and the def2-TZVPD basis.

Calculated values
HOMO level	-9.66	eV
SMILES	C#C[C@@]1(CCCCCCCOC)[C@@H](CCCS(=O)(=O)O)C(=O)O[C@]1(Cl)CCCCCCCOC
HOMO-LUMO gap	10.1	eV

Geometry as ORCA input:
```
! RIJCOSX wB97M-V def2-TZVPD def2/J DEFGRID3
* xyz 0 1
H -1.614 3.435 0.150
C 4.441 1.112 -1.368
H -3.927 2.990 -3.254
O -4.610 -0.695 -2.005
C 3.909 1.358 0.160
C 5.919 0.471 -1.443
O 6.486 -1.706 -3.006
H 1.541 -2.373 0.360
H -0.430 -3.962 -0.382
C -3.215 -3.700 0.174
H -4.840 4.635 -3.409
H -2.454 2.110 1.701
H 2.481 -0.498 -0.120
C 2.048 0.550 1.915
H 6.544 0.903 -2.326
Cl 1.907 -0.712 4.593
C -4.150 -2.464 -0.285
C -1.424 1.415 -1.002
H 6.531 0.749 -0.490
O 6.960 -2.127 -0.518
C -1.762 1.170 1.707
H -3.955 1.917 -1.268
H -1.764 -4.061 1.937
H -1.527 3.611 -1.690
H -2.018 0.947 -1.892
H 1.056 -3.745 1.495
H -0.892 -2.171 -0.537
H -2.754 -4.209 -0.764
H -0.501 -1.227 2.263
C -1.951 -3.261 1.110
C 3.973 -0.892 1.616
C 3.839 2.011 3.755
H 4.225 2.862 4.425
H 7.831 -2.331 -0.938
H 4.446 2.119 -1.958
H -5.248 -2.845 -0.353
H -0.612 -0.209 0.351
C -3.793 -1.891 -1.757
H 0.385 -2.476 3.290
C 0.715 -2.707 1.086
C 1.755 -0.800 2.736
H 1.425 2.689 2.033
H -3.904 -4.449 0.728
O -4.168 4.083 -1.411
C -1.938 2.929 -0.851
H -4.165 -1.571 0.439
H 0.796 1.811 0.548
H 3.280 2.339 0.101
C -3.573 2.897 -0.797
C -4.401 -0.203 -3.357
H -0.355 0.808 3.443
H 3.672 0.443 -1.897
C -0.426 1.537 2.535
H -2.990 4.609 -3.075
C 3.110 1.309 2.911
H -2.689 -1.578 -1.855
C 0.511 -1.757 2.380
H -4.035 -2.647 -2.597
H -0.320 1.471 -1.382
H -2.307 -2.301 1.670
H -2.349 0.404 2.368
C -0.626 -2.986 0.229
O 4.529 -1.996 -1.516
H -3.929 2.903 0.306
H -4.807 0.872 -3.486
O 2.957 -1.602 2.399
H -0.634 2.575 3.030
C 0.929 1.688 1.692
C -3.989 4.067 -2.854
O 5.230 -0.987 1.659
H 4.843 1.561 0.804
H -2.434 -0.278 0.075
C -1.561 0.467 0.285
H -4.919 -0.908 -4.108
C 3.024 0.099 0.713
S 5.918 -1.383 -1.628
H -3.258 -0.216 -3.597
*
```

=====

No. 2
Computed, not measured: a structure of composition C25H43GaN10O3 at a distorted geometry, with the ωB97M-V functional and the def2-TZVPD basis.

Calculated values
HOMO level	-14.38	eV
energy relative to the best compared isomer or geometry (same formula, charge and spin)	0.0	kJ/mol
HOMO-LUMO gap	10.0	eV

Geometry as ORCA input:
```
! RIJCOSX wB97M-V def2-TZVPD def2/J DEFGRID3
* xyz 2 1
O 0.455 -1.791 0.165
H -1.618 -3.713 -2.573
H -3.389 0.797 -0.725
N 1.231 0.133 -0.585
H 2.091 0.256 4.226
N -0.534 2.721 -2.359
H -2.936 -2.904 2.447
H 2.516 -2.828 -3.676
O 5.060 -1.042 -0.688
H -0.004 2.275 2.266
H -6.107 -0.068 -2.477
C 3.607 -1.708 2.083
H -2.808 2.118 1.245
H 4.234 1.251 -0.991
C -2.267 -2.284 1.842
H -1.126 -3.165 4.243
N 0.249 -0.386 3.651
C 3.912 -0.763 -0.642
C -0.427 -2.652 3.587
C 3.242 -2.584 0.910
C 0.363 3.674 -3.008
C -1.183 -2.721 -2.389
H 1.310 3.177 -3.127
C -2.261 -1.848 -1.889
C 1.232 0.656 3.674
H 3.647 -3.341 -1.576
H -5.866 0.079 -0.690
H -1.918 3.604 1.227
N -1.168 -1.777 2.660
H -1.946 -2.928 1.055
H 4.517 -1.100 1.948
H 0.874 4.250 1.079
C -5.750 -0.560 -1.569
C -0.851 1.448 -2.999
H 1.394 5.104 -1.757
H 3.090 -1.258 -3.103
H -0.735 5.059 1.105
C 2.458 -2.101 -2.872
H 4.095 -3.155 0.597
O 2.011 2.262 -0.889
N -0.231 4.213 -0.761
H 2.376 -3.203 1.115
H 2.759 -1.065 2.334
N -2.044 -0.696 -1.192
H -6.249 -1.509 -1.422
H -2.833 -1.442 1.424
H 0.877 1.449 4.280
H -0.204 5.667 -2.314
N -0.943 0.397 1.752
C -1.814 2.536 1.110
H -4.077 -2.823 -2.657
C -3.606 -1.980 -2.184
C -4.256 -0.883 -1.658
C 2.825 -1.786 -0.343
H -0.184 0.638 -2.727
C 0.129 4.834 0.509
H -0.347 -2.772 -1.684
Ga -0.668 0.225 -0.121
N -3.296 -0.147 -1.038
H -1.499 1.875 3.141
C -0.995 1.835 2.181
C -0.702 2.992 -1.059
H -0.792 1.645 -4.078
H 0.164 -1.570 5.425
C 2.244 1.091 -0.792
H 1.507 -1.912 4.333
C 0.436 -1.640 4.384
C 2.731 -2.772 -1.496
H -1.904 1.222 -2.845
C -0.671 -0.543 2.681
C 0.389 4.787 -1.980
H 0.184 -3.334 3.027
N 3.511 0.572 -0.785
N -1.358 2.114 -0.257
H 3.752 -2.315 2.952
H 0.619 5.774 0.221
H -0.039 4.008 -3.962
H 1.536 0.970 2.655
H 1.906 -3.471 -1.230
H -0.852 -2.359 -3.347
H 1.467 -1.642 -2.794
C 1.456 -1.166 -0.224
*
```

=====

No. 3
Computed, not measured: a cluster of 7 separate species, C25H43NO18 in total at a distorted geometry, with the ωB97M-V functional and the def2-TZVPD basis.

Calculated values
HOMO level	-10.09	eV
energy relative to the best compared isomer or geometry (same formula, charge and spin)	702.2	kJ/mol
SMILES	C[C@H]1COC(=O)O1.C[C@H]1COC(=O)O1.C[C@H]1COC(=O)O1.COC(=O)OC.COC(=O)OC.COC(=O)OC.CCCC#N
HOMO-LUMO gap	10.2	eV

Geometry as ORCA input:
```
! RIJCOSX wB97M-V def2-TZVPD def2/J DEFGRID3
* xyz 0 1
C -1.326 -3.372 -3.352
O 0.180 -4.746 0.810
H 2.894 -3.269 -0.096
H 0.963 2.491 0.003
H 2.636 1.206 -5.891
H -2.075 -0.341 -3.370
C -0.286 6.726 2.022
H 1.266 1.714 -4.046
H -0.143 4.413 2.094
H 3.497 2.761 -3.102
H 2.277 2.286 -1.885
H -3.899 -2.298 -2.021
H -4.296 -1.244 -3.373
H 0.473 -5.012 3.511
O 1.868 -0.033 -3.169
H 0.971 -2.898 3.287
H 2.392 -6.818 -1.787
C -1.107 0.019 3.294
C -2.291 1.470 -0.159
H -0.892 -5.997 3.198
O 0.304 -0.374 0.498
C -0.299 5.284 1.393
O 2.593 -1.223 0.216
H -1.059 6.955 2.752
C -1.696 7.971 0.471
O 2.443 -2.255 -3.450
O 0.974 -6.541 2.238
C 2.162 -2.545 0.349
H 2.320 2.860 0.984
N -2.815 8.088 0.119
C 2.987 1.950 -2.596
H -0.923 0.769 2.517
H -4.742 1.948 1.468
C -3.700 -1.300 -2.477
H 0.317 -6.512 4.336
H 1.177 1.934 1.828
O 2.974 -0.632 -4.970
O -2.086 1.367 -1.478
C 2.499 -1.067 -3.809
H -3.000 1.671 2.285
H -0.056 8.759 1.401
H -0.900 2.262 -3.024
H -1.793 -1.479 -0.891
H 3.575 1.258 -2.078
C 2.136 1.192 -3.725
O -0.470 0.316 6.633
H 1.036 -0.343 3.155
C -0.299 7.824 0.952
H 2.238 -5.180 -1.066
O 2.323 0.979 0.391
H -4.211 0.417 2.111
C 1.591 2.099 0.822
H -0.061 -2.517 2.063
H 0.860 -6.028 -1.827
H -1.915 -0.744 2.984
O -3.422 1.013 0.398
O -1.062 -3.067 -2.086
H 1.213 -2.849 -0.116
C -1.416 -1.729 -1.864
C -0.469 0.043 5.444
H -0.797 -2.759 3.759
H -4.154 -0.493 -1.922
H 2.220 -2.846 1.352
H 0.293 5.113 0.542
O 1.579 -6.684 0.094
H 4.123 0.922 -4.901
C 0.159 -0.862 3.548
H 0.677 6.768 2.603
H -1.325 5.117 1.211
H 0.407 7.569 0.144
C -2.299 -1.350 -3.008
C 0.213 -6.007 3.358
O -0.965 -4.361 -3.969
O -1.313 2.231 0.595
C 1.784 -6.117 -1.180
H -0.548 -1.077 -1.855
C -3.844 1.362 1.674
C 0.940 -5.999 1.014
O -2.069 -2.389 -3.971
O 0.246 -0.891 4.934
C -0.856 1.963 -1.957
C 3.051 0.744 -4.954
C 1.733 -0.228 0.320
O -1.217 0.625 4.550
C 0.052 -2.362 3.125
H 0.105 1.382 -1.795
H -0.626 3.001 -1.627
*
```

=====

No. 4
Computed, not measured: an isolated molecule of C25H43NO3, with the ωB97M-V functional and the def2-TZVPD basis.

Calculated values
HOMO level	-8.68	eV
energy relative to the best compared isomer or geometry (same formula, charge and spin)	4.4	kJ/mol
SMILES	CCCCCCCCCCCCCCCc1cccc(OCC(=O)NCCO)c1
HOMO-LUMO gap	9.4	eV

Geometry as ORCA input:
```
! RIJCOSX wB97M-V def2-TZVPD def2/J DEFGRID3
* xyz 0 1
C 1.897 -1.744 -2.439
H 1.427 4.319 2.210
H 5.265 -3.306 1.277
H 1.575 -1.774 -3.492
H -4.001 -2.992 1.253
C 0.869 3.957 -1.154
C -1.388 0.049 -1.645
H 3.964 -1.327 -2.947
H -5.788 -2.739 -0.443
C 2.504 3.226 0.700
C -0.670 2.397 -2.406
H -4.244 -0.901 2.571
H -5.946 -0.808 2.120
C 4.213 -3.017 1.189
H -4.677 0.746 0.787
H 0.064 4.229 -0.469
C 0.544 0.283 2.154
H -6.083 -4.180 0.523
H -3.083 -1.615 -0.302
H -7.014 -2.712 0.827
C 3.397 -2.066 -2.379
H 3.882 0.646 2.516
H -3.513 0.229 -1.928
H -0.667 0.144 -0.831
C -4.959 -1.129 1.776
H -0.111 0.533 -3.308
H 2.267 5.202 -0.112
C -4.589 -0.314 0.536
C 1.707 -1.713 1.478
H -0.405 -1.487 1.418
C 2.221 4.170 -0.469
O 4.153 -1.684 1.631
H 4.066 -1.224 -0.553
H 0.477 3.063 1.412
H -2.847 1.380 -0.772
C -2.790 0.345 -1.116
H -0.620 3.014 -3.307
C 1.462 3.302 1.813
H -5.302 -0.516 -0.266
H 3.619 -3.688 1.822
H 3.484 3.476 1.115
H -1.481 2.790 -1.790
N 3.878 -2.099 -1.018
H 1.474 2.236 -2.300
C -6.032 -3.094 0.555
H 1.662 -2.711 1.076
H 0.639 1.849 -0.793
H 1.030 2.452 3.742
H -2.469 -0.437 0.859
H -1.350 -0.989 -1.980
O 1.130 -2.619 -1.659
H -1.802 0.965 -3.539
H 1.703 -0.743 -2.042
H 3.570 -3.061 -2.801
H 2.560 2.199 0.334
C -3.171 -0.581 0.035
C 1.775 2.324 2.954
H -0.384 0.819 2.295
H -5.203 -3.114 2.531
C 1.750 0.902 2.468
C 3.790 -3.214 -0.269
C -0.987 0.956 -2.811
C 2.927 0.198 2.283
H 1.486 -3.514 -1.748
O 3.456 -4.299 -0.703
H 0.808 4.639 -2.007
H 2.757 2.555 3.371
H 3.015 4.044 -1.210
C 0.529 -1.008 1.667
C 2.914 -1.105 1.790
C 0.648 2.529 -1.646
C -4.986 -2.644 1.568
*
```

=====

No. 5
Computed, not measured: a structure of composition C25H44F6N4O3P2SSbSr, with the ωB97M-V functional and the def2-TZVPD basis.

Calculated values
HOMO level (alpha / beta)	-12.98 / -13.64	eV
energy relative to the best compared isomer or geometry (same formula, charge and spin)	0.0	kJ/mol
HOMO-LUMO gap (alpha / beta)	8.5 / 6.9	eV

Geometry as ORCA input:
```
! RIJCOSX wB97M-V def2-TZVPD def2/J DEFGRID3
* xyz 2 2
C -1.506 1.688 -6.116
H -2.216 -2.122 3.431
H -3.743 1.619 -1.871
H 1.788 -0.437 -3.709
C -2.416 3.891 -5.750
C -0.463 3.594 -1.434
H -1.800 -3.719 1.666
C -3.971 -3.739 1.786
H 3.929 -4.937 -3.409
H -2.518 4.579 -3.725
H -0.410 -2.175 -4.304
C -4.327 -1.694 3.106
F -2.138 3.714 4.106
H 0.127 -6.832 -3.884
O 0.817 -1.430 -1.657
N 0.816 -0.620 3.037
H -2.847 4.798 -6.153
H 2.991 0.479 0.137
H -2.012 -1.525 -4.693
C -1.312 1.562 -4.742
H -2.573 -0.440 3.047
H -4.485 -4.433 1.123
H 1.469 0.519 -5.188
C -3.530 -1.086 0.551
H 1.589 1.326 -3.612
H -0.945 -5.016 -2.594
H 2.060 -7.604 -5.179
H -0.994 4.537 -1.575
H -2.220 2.966 -7.675
P -0.520 0.188 -3.892
H -1.228 0.893 -6.796
F -2.089 3.772 1.363
C 2.757 -7.134 -4.486
C 2.103 -6.018 -3.726
H -2.578 -3.416 0.125
S 0.160 -2.717 -1.321
H -3.221 -1.168 -0.492
C 0.730 -6.024 -3.489
H -0.647 -1.258 -5.808
H 2.872 -3.123 -2.116
C -0.941 -1.342 -4.759
H -4.503 -2.218 4.042
C 2.276 -3.942 -2.497
C 3.022 -0.065 2.114
F -3.498 1.842 2.570
H 3.107 -7.904 -3.796
H 4.087 -0.291 2.191
F 0.098 2.870 2.631
Sb -1.748 2.537 2.732
C -2.833 -1.468 2.814
H -5.714 -1.001 0.830
F -1.372 1.239 1.269
C -1.680 2.593 -3.877
N -4.864 -2.545 1.987
F -1.368 1.107 3.910
N -2.537 -1.767 1.401
C -2.230 3.768 -4.383
H 2.684 -0.914 4.045
H 2.784 -1.110 0.357
O -1.265 -2.662 -1.623
C 2.250 -0.978 3.045
H -3.044 2.175 -0.321
C -3.087 2.347 -1.395
O 0.392 -2.965 0.117
C -4.917 -1.735 0.724
H -3.850 -4.209 2.760
H -4.893 -0.763 3.105
Sr -0.103 -0.584 0.524
C 1.260 0.420 -4.121
H -5.803 -2.861 2.225
H 3.620 -6.780 -5.047
H -0.311 3.450 -0.366
N 2.522 -0.198 0.729
H -5.168 -2.420 -0.084
H 0.704 0.329 3.390
H 0.501 3.649 -1.940
H -3.557 -0.035 0.841
H 0.323 -1.196 3.712
H 2.346 -2.015 2.711
P -1.426 2.216 -2.122
C 0.123 -5.012 -2.764
C -2.062 2.856 -6.610
H 2.883 0.974 2.421
C 0.904 -3.977 -2.270
C -2.645 -3.222 1.193
H -3.484 3.350 -1.566
C 2.863 -4.960 -3.224
*
```

=====

No. 6
Computed, not measured: a structure of composition C25H44GaN3Sb2Si, with the ωB97M-V functional and the def2-TZVPD basis.

Calculated values
HOMO level	-7.02	eV
energy relative to the best compared isomer or geometry (same formula, charge and spin)	0.0	kJ/mol
HOMO-LUMO gap	7.6	eV

Geometry as ORCA input:
```
! RIJCOSX wB97M-V def2-TZVPD def2/J DEFGRID3
* xyz 0 1
H 1.056 2.607 3.773
H -2.025 -3.585 2.695
H 5.064 -1.911 1.828
H 0.894 2.245 -6.032
H -1.417 0.030 -4.089
C -3.517 -0.314 0.827
H 0.910 -1.611 2.502
C -1.741 -0.182 4.739
H -1.289 -2.251 4.454
C 1.378 1.705 -5.213
Si 1.598 2.172 1.405
H -3.377 0.838 -3.113
H -3.315 -0.853 -2.598
H -1.075 2.254 -2.855
H -2.358 1.879 4.744
H -2.959 3.064 0.577
Ga 1.024 0.374 -1.450
C -3.192 2.634 -0.396
C -1.743 -1.366 4.022
C -2.339 0.946 4.195
H -0.815 3.106 -4.383
H 3.592 -2.490 -2.971
H -4.273 2.540 -0.499
C 0.850 -2.621 2.098
C -0.320 2.527 -3.597
H -1.284 -0.142 5.720
H -2.812 3.303 -1.168
H 1.819 -2.898 1.683
H 4.732 -3.316 -0.200
H -0.722 2.868 0.958
H -1.319 -5.223 -0.269
C -2.320 -1.462 2.754
H 3.018 -3.905 -2.083
H 0.587 -3.316 2.896
H 1.885 -2.617 -2.583
H -3.399 1.743 2.516
H 0.307 4.263 1.277
C 1.204 1.707 3.171
C 3.266 3.013 1.305
H -3.673 -1.317 0.434
C -0.702 0.386 -4.832
C 0.357 1.267 -4.152
H 3.234 3.990 1.794
H -4.571 0.226 -1.943
H 3.625 0.057 2.235
C -2.254 -2.765 2.014
H 4.051 2.428 1.789
N 2.365 -1.031 -0.690
H -0.512 -5.330 1.312
N 1.585 0.754 0.384
C 0.262 3.299 0.765
C -2.920 0.866 2.940
H 0.425 3.163 -3.112
H 2.131 2.351 -4.759
H -4.475 0.207 0.810
C -3.533 0.164 -2.273
C 4.110 -2.451 -0.019
H -3.186 -3.000 1.500
C 4.289 -1.655 1.116
H 3.558 3.168 0.264
Sb -2.264 0.705 -0.630
C -0.492 -4.850 0.334
H -1.242 0.926 -5.616
H 0.279 1.123 3.210
C 3.495 -0.554 1.354
H 1.993 1.120 3.647
H -0.218 -0.486 -5.273
Sb -0.634 -2.715 0.558
H 0.350 3.483 -0.310
H 1.884 0.827 -5.618
C -2.917 -0.318 2.200
N 1.072 0.492 -3.171
H 0.442 -5.100 -0.169
C 3.130 -2.099 -0.929
C 2.499 -0.255 0.411
C 2.886 -2.832 -2.212
*
```

=====

> What is the formula in the first record?

C25H43ClO7S

=====

> Which formula does entry 4 have?

C25H43NO3